1.
Here is a structure of composition CBr2N2 at a distorted geometry from OMol25. Energies are from ωB97M-V/def2-TZVPD.

```
5
CBr2N2 (ωB97M-V/def2-TZVPD)
Br -1.01354 0.40065 -1.79478
Br 1.32033 -1.59708 0.12247
N 0.18771 -0.60148 1.13687
N -0.29003 1.40175 -0.08325
C -0.20448 0.39615 0.61869
```

Kohn-Sham gap in Eh: 0.2904
Spin multiplicity: 1
DFT total energy in eV: -144098.39508
Energy above the lowest of the compared OMol25 structures with the same formula, charge and spin in kcal/mol: 10.77
HOMO in eV: -10.2
E_LUMO in eV: -2.29
M in g mol⁻¹: 199.8

---

2.
Here is the ion C7H17NP with charge +1 at a distorted geometry from OMol25. Energies are from ωB97M-V/def2-TZVPD.

```
26
C7H17NP (ωB97M-V/def2-TZVPD)
P -1.34364 -1.75226 -0.14273
N 0.87118 -0.72412 0.19088
C -0.48111 0.78579 -1.14881
C -1.21925 1.98188 -0.53224
C 2.18004 -0.36903 -0.32677
C 2.98427 -1.16979 0.61977
C -0.66445 1.92227 0.95453
C -0.28276 -0.42046 -0.28795
C -2.97666 -0.83231 0.29570
H -2.27248 2.08357 -0.67676
H -1.18298 0.22458 -1.81406
H -3.69095 -0.92388 -0.55666
H 0.37744 1.48570 0.87930
H -3.37394 -0.98961 1.30644
H -1.16048 1.25305 1.57274
H -2.79094 0.22057 0.21943
H 0.77939 -1.54702 0.78791
H 2.34635 -2.07679 0.92196
H 2.14812 -0.72388 -1.38852
H -0.64239 2.88749 1.55357
H -0.95933 2.97698 -1.02339
H 3.83628 -1.62752 0.09083
H -0.97646 -2.15054 1.25580
H 3.29532 -0.73660 1.63763
H 0.34848 0.92569 -1.71480
H 2.43022 0.62214 -0.38355
```

Kohn-Sham gap in Eh: 0.3492
Spin multiplicity: 1
DFT total energy in eV: -18304.03721
Energy above the lowest of the compared OMol25 structures with the same formula, charge and spin in kcal/mol: 41.41
HOMO in eV: -14.0
Charge: +1
E_LUMO in eV: -4.51
SMILES: CCC/C(=[NH+]\CC)PC
M in g mol⁻¹: 146.2

---

- What is the Kohn-Sham gap in the first record?
  0.2904 Eh

---

- Among the records above, which one has the lowest HOMO?
  C7H17NP

---

- energy above the lowest of the compared OMol25 structures with the same formula, charge and spin of number 1 (CBr2N2)?
  10.77 kcal/mol

---

- The highest Kohn-Sham gap belongs to which entry?
  C7H17NP